#w
Formula: C10H14NO
Source: the Open Molecules 2025 dataset
Level of theory: ωB97M-V/def2-TZVPD

Summary:
Multiplicity: 1
Charge: +1
Highest occupied orbital energy, Eh: -0.52829
SMILES: OC1([n+]2ccccc2)CCCC1
HOMO-LUMO gap, eV: 9.78

Structure (XYZ):
```
26
C10H14NO | the Open Molecules 2025 dataset | ωB97M-V/def2-TZVPD
O 1.930 0.122 1.314
C 0.534 -0.081 0.392
N 0.406 1.109 -0.366
C -0.779 1.306 -0.953
C -1.055 2.463 -1.651
C -0.030 3.392 -1.864
C 1.197 3.044 -1.394
C 1.428 1.871 -0.736
C 0.784 -1.429 -0.298
C 0.005 -2.333 0.618
C -1.358 -1.698 0.906
C -0.655 -0.400 1.397
H 1.970 -0.662 1.915
H -1.666 0.773 -0.761
H -2.061 2.382 -2.075
H -0.030 4.402 -2.381
H 2.044 3.618 -1.789
H 2.369 1.502 -0.408
H 1.857 -1.733 -0.363
H 0.360 -1.471 -1.225
H 0.478 -2.400 1.641
H -0.026 -3.358 0.268
H -2.010 -1.512 0.065
H -1.873 -2.284 1.624
H -1.239 0.513 1.577
H -0.148 -0.607 2.272
```

=====

#x
Formula: C10H14NO
Source: the Open Molecules 2025 dataset
Level of theory: ωB97M-V/def2-TZVPD

Summary:
Multiplicity: 1
Charge: +1
Highest occupied orbital energy, Eh: -0.44360
SMILES: C[N@H+]1CCC/C1=C\C=C/C=C=O
HOMO-LUMO gap, eV: 8.50

Structure (XYZ):
```
26
C10H14NO | the Open Molecules 2025 dataset | ωB97M-V/def2-TZVPD
C -1.568 -0.862 -1.653
N -0.940 0.175 -0.761
C -1.975 0.454 0.248
C -1.154 1.140 1.381
C 0.263 0.526 1.344
C 0.310 -0.203 0.040
C 1.057 -1.208 -0.387
C 2.293 -1.381 0.377
C 3.141 -0.319 0.349
C 2.836 0.949 -0.287
C 1.640 1.462 -0.632
O 0.838 2.126 -1.154
H -0.824 -1.048 -2.374
H -1.725 -1.686 -1.113
H -2.563 -0.365 -2.107
H -0.881 1.151 -1.109
H -2.362 -0.432 0.500
H -2.718 1.072 -0.004
H -1.444 1.222 2.422
H -0.872 2.202 1.194
H 0.969 1.240 1.366
H 0.415 -0.266 2.069
H 0.905 -1.753 -1.334
H 2.639 -2.348 0.865
H 4.180 -0.229 0.653
H 3.515 1.495 -0.876
```

=====

Name the least stable of them. #x.

=====

#w
Formula: CH15NO5
Source: the Open Molecules 2025 dataset
Level of theory: ωB97M-V/def2-TZVPD

Summary:
Multiplicity: 1
Charge: 0
Highest occupied orbital energy, Eh: -0.33345
SMILES: CN.O.O.O.O.O
HOMO-LUMO gap, eV: 9.28

Structure (XYZ):
```
22
CH15NO5 | the Open Molecules 2025 dataset | ωB97M-V/def2-TZVPD
C -1.751 -2.726 1.557
N -0.301 -2.672 1.729
H -2.001 -1.923 0.886
H -2.191 -2.508 2.526
H -2.092 -3.663 1.296
H 0.138 -2.903 0.860
H -0.013 -1.834 2.110
O 1.548 2.675 -3.156
H 2.312 3.238 -3.439
H 1.819 1.730 -3.265
O 3.915 0.965 -3.520
H 4.833 0.874 -3.181
H 3.897 0.165 -3.989
O 0.205 4.250 -1.212
H 0.608 3.665 -1.893
H 0.633 3.936 -0.381
O -3.032 -5.576 3.430
H -2.383 -6.205 3.483
H -2.594 -4.769 3.574
O -1.195 2.591 1.592
H -0.357 2.702 1.833
H -1.527 3.319 1.059
```

=====

#x
Formula: CH15NO5
Source: the Open Molecules 2025 dataset
Level of theory: ωB97M-V/def2-TZVPD

Summary:
Multiplicity: 1
Charge: 0
Highest occupied orbital energy, Eh: -0.36456
HOMO-LUMO gap, eV: 4.28

Structure (XYZ):
```
22
CH15NO5 | the Open Molecules 2025 dataset | ωB97M-V/def2-TZVPD
C 1.407 1.544 -0.106
N 1.461 0.114 -0.263
H 0.386 1.731 0.283
H 2.233 1.935 0.487
H 1.368 1.995 -1.093
H 0.843 -0.408 0.352
H 1.299 -0.163 -1.233
H -1.096 0.330 1.338
H -0.196 -0.386 2.345
O -0.894 0.281 2.278
H -2.362 1.807 -0.016
H -0.741 1.092 -1.514
O -1.432 1.581 -0.221
H -1.055 0.376 -2.842
H -1.593 -2.759 -0.443
O -0.992 -2.011 -0.418
H 3.672 1.080 -2.760
H 3.716 0.409 -2.449
O -0.307 0.692 -2.320
H 1.144 -2.466 1.871
H -0.474 -2.015 0.436
O 0.612 -1.728 1.541
```

=====

#y
Formula: CH15NO5
Source: the Open Molecules 2025 dataset
Level of theory: ωB97M-V/def2-TZVPD

Summary:
Multiplicity: 1
Charge: 0
Highest occupied orbital energy, Eh: -0.34296
SMILES: CN.O.O.O.O.O
HOMO-LUMO gap, eV: 9.66

Structure (XYZ):
```
22
CH15NO5 | the Open Molecules 2025 dataset | ωB97M-V/def2-TZVPD
C -2.543 -2.918 2.073
N -1.096 -2.995 2.292
H -2.888 -1.928 1.795
H -3.004 -3.198 3.022
H -2.856 -3.753 1.444
H -0.502 -3.176 1.505
H -0.719 -2.215 2.814
O 2.469 3.021 -3.566
H 2.378 2.220 -4.111
H 3.186 3.330 -4.169
O 5.469 2.086 -4.220
H 5.082 1.814 -3.398
H 5.520 1.225 -4.646
O 0.814 4.342 -0.955
H 1.339 4.011 -1.689
H 0.593 5.260 -1.135
O -2.384 -6.280 3.331
H -2.521 -5.336 3.467
H -1.432 -6.252 3.384
O -2.325 3.765 1.311
H -2.975 3.307 0.766
H -1.602 3.671 0.686
```

=====

Name the least stable of them. #x.

=====

#w
Formula: C7H9N
Source: the Open Molecules 2025 dataset
Level of theory: ωB97M-V/def2-TZVPD

Summary:
Multiplicity: 1
Charge: 0
Highest occupied orbital energy, Eh: -0.28485
SMILES: C=Cc1cc[nH]c1C
HOMO-LUMO gap, eV: 8.72

Structure (XYZ):
```
17
C7H9N | the Open Molecules 2025 dataset | ωB97M-V/def2-TZVPD
C -1.985 -0.026 2.016
C -1.213 -0.509 1.050
C -0.215 0.219 0.273
C 0.188 1.575 0.427
C 1.055 1.872 -0.580
N 1.165 0.748 -1.368
C 0.447 -0.294 -0.827
C 0.787 -1.715 -1.151
H -1.915 0.937 2.506
H -2.754 -0.670 2.433
H -1.397 -1.518 0.700
H -0.261 2.291 1.094
H 1.669 2.716 -0.848
H 1.823 0.615 -2.116
H 1.851 -1.904 -1.008
H 0.497 -1.994 -2.161
H 0.260 -2.344 -0.440
```

=====

#x
Formula: C7H9N
Source: the Open Molecules 2025 dataset
Level of theory: ωB97M-V/def2-TZVPD

Summary:
Multiplicity: 1
Charge: 0
Highest occupied orbital energy (spin up / spin down), Eh: -0.25858 / -0.25939
SMILES: C=c1ccc(=C)n1C
HOMO-LUMO gap (spin up / spin down), eV: 7.09 / 7.12

Structure (XYZ):
```
17
C7H9N | the Open Molecules 2025 dataset | ωB97M-V/def2-TZVPD
C 0.573 1.075 -2.041
C -0.095 0.446 -1.056
C -1.496 0.790 -0.856
C -1.877 0.328 0.355
C -0.674 -0.338 0.929
C -0.580 -1.143 2.304
N 0.376 -0.154 0.038
C 1.678 -0.759 0.010
H 1.587 1.293 -2.085
H 0.096 1.702 -2.784
H -1.785 1.379 -1.701
H -2.670 0.551 1.041
H 0.280 -1.591 2.569
H -1.484 -1.134 2.989
H 2.321 0.003 -0.584
H 1.991 -0.708 1.147
H 1.759 -1.741 -0.276
```

=====

#y
Formula: C7H9N
Source: the Open Molecules 2025 dataset
Level of theory: ωB97M-V/def2-TZVPD

Summary:
Multiplicity: 1
Charge: 0
Highest occupied orbital energy, Eh: -0.34838
SMILES: c1ccncc1.C=C
HOMO-LUMO gap, eV: 10.34

Structure (XYZ):
```
17
C7H9N | the Open Molecules 2025 dataset | ωB97M-V/def2-TZVPD
C 0.731 -0.688 -0.707
C 0.750 -2.030 -0.962
C 0.601 -2.871 0.207
N 0.357 -2.374 1.458
C 0.348 -1.065 1.650
C 0.529 -0.150 0.599
H 0.951 0.107 -1.468
H 0.632 -2.433 -1.929
H 0.557 -3.967 -0.002
H -0.059 -0.631 2.585
H 0.531 0.909 0.756
C -1.343 2.889 -0.834
C -0.631 2.307 0.145
H -2.368 2.426 -0.914
H -0.911 3.575 -1.541
H -1.039 1.439 0.667
H 0.362 2.558 0.290
```

=====

Name the least stable of them. #x.

=====

#w
Formula: C7H9N
Source: the Open Molecules 2025 dataset
Level of theory: ωB97M-V/def2-TZVPD

Summary:
Multiplicity: 1
Charge: 0
Highest occupied orbital energy, Eh: -0.33122
HOMO-LUMO gap, eV: 10.08

Structure (XYZ):
```
17
C7H9N | the Open Molecules 2025 dataset | ωB97M-V/def2-TZVPD
C -0.177 1.195 0.331
C -0.922 -0.046 0.826
C -1.514 -0.507 -0.535
C 0.297 0.556 -0.869
C 1.759 0.187 -0.579
C 1.728 -0.693 0.377
C 0.240 -1.249 0.213
H -1.119 1.924 0.611
H 0.647 1.653 1.021
H -1.556 0.077 1.627
H -2.137 0.168 -1.094
H -2.118 -1.320 -0.225
H -0.152 1.023 -1.784
H 2.553 1.039 -0.537
H 2.517 -0.947 1.213
H 0.007 -2.343 0.494
N -0.053 -0.718 -1.089
```

=====

#x
Formula: C7H9N
Source: the Open Molecules 2025 dataset
Level of theory: ωB97M-V/def2-TZVPD

Summary:
Multiplicity: 1
Charge: 0
Highest occupied orbital energy, Eh: -0.24779
HOMO-LUMO gap, eV: 5.41

Structure (XYZ):
```
17
C7H9N | the Open Molecules 2025 dataset | ωB97M-V/def2-TZVPD
C -3.013 0.432 0.462
C -2.387 -0.797 0.180
N -0.924 -0.919 1.071
C -0.446 0.227 0.213
C -1.768 0.640 -0.340
C 2.660 -0.752 -0.116
C 2.129 0.554 -0.405
C 0.664 0.779 -0.370
H -3.052 1.187 1.220
H -2.449 -1.427 -0.667
H -0.970 -0.564 2.025
H -1.842 1.229 -1.307
H 3.304 -0.672 0.893
H 1.835 -1.382 0.186
H 3.254 -1.358 -0.861
H 2.633 1.341 -1.025
H 0.373 1.483 -1.159
```

=====

Name the least stable of them. #x.

=====

#w
Formula: C7H9N
Source: the Open Molecules 2025 dataset
Level of theory: ωB97M-V/def2-TZVPD

Summary:
Multiplicity: 1
Charge: 0
Highest occupied orbital energy, Eh: -0.26807
HOMO-LUMO gap, eV: 4.79

Structure (XYZ):
```
17
C7H9N | the Open Molecules 2025 dataset | ωB97M-V/def2-TZVPD
C -1.243 -1.249 0.011
C -2.558 -0.792 0.180
N -3.182 0.071 0.957
C 1.290 -1.038 -0.016
C 0.102 -0.389 -0.069
C -0.235 1.074 -0.495
C 2.979 0.885 0.219
C 2.475 -0.509 -0.099
H -1.188 -2.211 -0.294
H -3.291 -1.532 0.028
H -4.250 0.059 0.934
H 0.649 1.721 -0.439
H -0.956 1.384 0.230
H -0.506 1.018 -1.596
H 4.004 0.924 0.061
H 2.635 1.376 1.064
H 3.277 -0.792 -0.676
```

=====

#x
Formula: C7H9N
Source: the Open Molecules 2025 dataset
Level of theory: ωB97M-V/def2-TZVPD

Summary:
Multiplicity: 1
Charge: 0
Highest occupied orbital energy, Eh: -0.31320
SMILES: C=CC(C#N)=C(C)C
HOMO-LUMO gap, eV: 8.28

Structure (XYZ):
```
17
C7H9N | the Open Molecules 2025 dataset | ωB97M-V/def2-TZVPD
C -2.807 -0.776 0.160
C -1.443 -0.908 -0.167
C -0.549 0.069 -0.050
C -0.983 1.530 -0.188
N -1.425 2.572 -0.168
C 0.805 0.107 -0.256
C 1.713 -1.058 -0.058
C 1.483 1.348 0.146
H -3.411 -1.509 -0.067
H -3.394 0.190 0.590
H -1.092 -2.033 -0.416
H 2.431 -0.600 0.741
H 1.230 -2.072 0.212
H 1.976 -1.429 -1.069
H 1.031 2.317 0.265
H 2.144 1.328 -0.708
H 2.293 0.925 1.033
```

=====

#y
Formula: C7H9N
Source: the Open Molecules 2025 dataset
Level of theory: ωB97M-V/def2-TZVPD

Summary:
Multiplicity: 1
Charge: 0
Highest occupied orbital energy, Eh: -0.24413
HOMO-LUMO gap, eV: 6.30

Structure (XYZ):
```
17
C7H9N | the Open Molecules 2025 dataset | ωB97M-V/def2-TZVPD
C -0.759 -1.291 2.481
C -1.220 -1.470 1.184
N -1.239 -0.218 0.326
C 0.195 -0.153 0.482
C 0.375 -1.108 1.515
C -0.109 1.663 -2.044
C 1.146 1.308 -1.325
C 1.178 0.275 -0.409
H -0.454 -1.896 3.318
H -1.498 -2.434 0.755
H -1.731 0.422 0.971
H 1.117 -1.866 1.272
H -0.871 1.749 -1.266
H -0.365 0.949 -2.822
H -0.058 2.676 -2.459
H 2.138 1.578 -1.672
H 2.157 -0.183 -0.307
```

=====

#z
Formula: C7H9N
Source: the Open Molecules 2025 dataset
Level of theory: ωB97M-V/def2-TZVPD

Summary:
Multiplicity: 1
Charge: 0
Highest occupied orbital energy, Eh: -0.33106
SMILES: C1[C@@H]2[C@@H]3[C@H]4CN([C@H]23)[C@@H]14
HOMO-LUMO gap, eV: 10.14

Structure (XYZ):
```
17
C7H9N | the Open Molecules 2025 dataset | ωB97M-V/def2-TZVPD
C 1.466 -0.888 0.043
C 1.486 0.535 -0.032
C 0.065 1.172 0.598
C -0.764 -0.058 0.986
C -1.869 -0.044 -0.158
N -0.576 -0.412 -1.110
C 0.249 0.819 -0.881
C 0.050 -0.987 0.233
H 1.537 -1.422 -0.952
H 2.105 -1.126 0.889
H 2.301 1.066 -0.128
H -0.293 2.221 0.855
H -0.997 -0.055 1.927
H -2.297 -0.882 -0.251
H -2.623 0.647 -0.671
H 0.579 1.369 -1.658
H -0.417 -1.957 0.311
```

=====

Name the least stable of them. #w.

=====

#w
Formula: C7H9N
Source: the Open Molecules 2025 dataset
Level of theory: ωB97M-V/def2-TZVPD

Summary:
Multiplicity: 1
Charge: 0
Highest occupied orbital energy, Eh: -0.33275
HOMO-LUMO gap, eV: 8.71

Structure (XYZ):
```
17
C7H9N | the Open Molecules 2025 dataset | ωB97M-V/def2-TZVPD
C -1.931 1.400 0.002
C -0.501 0.828 -0.247
C 0.526 1.828 0.044
C 0.078 -0.415 0.028
C 1.458 -0.735 -0.150
C 2.750 -0.458 0.152
C -0.916 -1.425 -0.009
H -2.681 0.629 -0.400
H -2.465 2.417 -0.414
H -1.753 1.501 1.246
H 0.718 2.050 1.090
H 1.611 1.817 -0.500
H 0.189 2.843 -0.514
H 1.420 -1.682 -0.686
H 3.574 -0.856 -0.495
H 3.206 0.665 0.798
N -1.800 -2.218 0.136
```

=====

#x
Formula: C7H9N
Source: the Open Molecules 2025 dataset
Level of theory: ωB97M-V/def2-TZVPD

Summary:
Multiplicity: 1
Charge: 0
Highest occupied orbital energy, Eh: -0.31908
SMILES: c1ccncc1.C=C
HOMO-LUMO gap, eV: 9.43

Structure (XYZ):
```
17
C7H9N | the Open Molecules 2025 dataset | ωB97M-V/def2-TZVPD
C -0.062 1.003 0.805
C -1.185 1.291 0.003
C -1.928 0.283 -0.531
N -1.716 -1.075 -0.400
C -0.661 -1.316 0.426
C 0.237 -0.351 0.865
H 0.535 1.761 1.247
H -1.373 2.306 -0.181
H -2.758 0.653 -1.132
H -0.453 -2.258 0.773
H 1.113 -0.814 1.322
C 1.683 0.160 -0.833
C 2.874 -0.060 -0.251
H 1.133 1.135 -0.912
H 1.341 -0.821 -1.251
H 3.361 0.676 0.410
H 3.362 -1.169 -0.371
```

=====

Name the least stable of them. #w.